This record from the Open Molecules 2025 dataset describes a molecular structure, C19H43InN2O2P3 in a non-equilibrium geometry. The level of theory is the ωB97M-V functional and the def2-TZVPD basis.

Structure (XYZ):
```
70
Properties=species:S:1:pos:R:3:forces:R:3
In -1.31616 0.04083 -0.05915 1.314 -0.006 1.360
P 1.44693 -0.91625 2.13446 2.149 -1.162 0.937
P 1.51449 2.11863 0.43930 1.866 2.403 -0.866
P -0.99813 -2.56358 -0.01706 -1.005 -2.085 -0.702
H -1.52382 3.38882 -5.07879 0.078 -0.189 0.430
C -1.27356 2.32462 -4.96297 1.667 0.762 -2.166
C -1.94825 1.75059 -3.75226 -1.614 0.218 0.259
H -1.95775 2.53107 -2.97692 0.260 -0.434 0.081
C 2.93283 -1.89092 1.49337 -0.410 0.415 -0.453
C 2.41220 0.09981 3.35014 -0.313 0.547 -0.146
C 0.91327 -2.18155 3.38152 -0.899 0.014 0.021
C 1.51423 3.54685 -0.75849 -1.141 -0.461 -0.684
C 1.72936 3.20947 1.90361 -0.916 -0.734 0.848
C 3.26464 1.67706 0.04275 -0.288 -1.374 0.043
C -2.30549 -2.92691 -1.27563 0.041 0.420 -0.086
C -1.68612 -3.45082 1.43877 0.066 0.572 0.453
C 0.39264 -3.62203 -0.59960 0.518 0.631 0.019
H -1.60410 1.94470 -5.93741 -0.207 -0.530 0.385
H -3.03420 1.60155 -3.99728 0.903 -0.173 0.290
H 3.56687 -2.20732 2.35089 -0.483 0.231 -0.552
H 3.51159 -1.24265 0.80990 -0.114 -0.496 0.299
H 2.57719 -2.77588 0.93504 0.390 0.453 0.293
H 2.95720 -0.56939 4.03620 -0.202 0.246 -0.389
H 1.69419 0.69403 3.93016 0.298 -0.054 0.059
H 3.12408 0.77585 2.85883 -0.191 -0.182 0.212
H 1.24060 -3.19581 3.10167 -0.133 0.412 0.041
H -0.18168 -2.15783 3.44075 0.216 -0.243 0.269
H 1.32177 -1.93211 4.37506 -0.175 -0.155 -0.471
H 2.30485 4.27248 -0.46033 -0.603 -0.605 -0.021
H 0.51017 4.01123 -0.72213 0.602 0.092 -0.216
H 1.68599 3.14914 -1.77839 -0.108 0.477 0.649
H 2.67605 3.75708 1.79590 -0.228 -0.287 -0.094
H 1.73459 2.61281 2.82263 0.059 0.457 -0.064
H 0.89145 3.92362 1.92723 0.372 -0.240 0.061
H 3.85690 2.60597 0.00269 -0.401 -0.281 0.083
H 3.25730 1.20186 -0.95421 0.199 0.179 0.412
H 3.69077 0.98493 0.78226 0.016 0.255 -0.372
H -2.71156 -3.94448 -1.11046 0.229 0.583 -0.125
H -1.88682 -2.83366 -2.29496 -0.251 -0.068 0.544
H -3.10783 -2.17358 -1.15739 0.089 -0.526 -0.167
H -2.43197 -4.18828 1.09723 0.361 0.335 0.057
H -2.17749 -2.70753 2.08757 0.071 -0.462 -0.054
H -0.88730 -3.96087 1.99974 -0.322 0.271 -0.206
H 0.00280 -4.53572 -1.08297 -0.139 0.464 0.269
H 1.03600 -3.91363 0.24532 -0.299 0.146 -0.353
H 0.98864 -3.05738 -1.33448 -0.091 -0.298 0.218
C 0.19236 0.73272 -3.19464 2.202 2.750 -1.145
C 1.09269 -0.27135 -3.69645 -2.696 -2.245 0.638
C 0.60998 -1.52113 -4.02456 2.695 1.742 0.686
C -0.74760 -1.69034 -4.31552 -1.679 0.236 0.515
C -1.68017 -0.78455 -3.93606 0.190 -0.255 -0.337
C -1.33057 0.42140 -3.17903 0.177 1.857 -0.286
O 0.77178 1.87842 -3.14288 -2.917 -2.999 1.471
H 2.04756 0.12087 -3.75999 2.151 -0.118 -0.053
H -0.13322 2.27462 -5.02992 -1.785 0.141 0.360
H 1.32703 -2.31649 -4.13112 0.026 -0.280 -0.658
H -1.01712 -2.55900 -4.86760 -0.381 -0.529 -0.418
H -2.71482 -0.88683 -4.24171 -0.035 -0.113 0.134
H -1.88947 0.36163 -2.14046 0.762 0.041 -0.704
C -2.56116 0.29619 4.62681 -0.170 -0.225 0.387
N -2.27716 1.51179 3.88140 0.634 0.515 -1.537
C -2.02937 1.48779 2.55810 -0.834 0.335 0.995
N -1.71508 2.66734 1.93745 0.013 -1.053 -0.118
O -2.16112 0.35154 1.95576 0.849 0.917 -0.947
H -1.81095 -0.47789 4.42364 -0.123 0.295 0.049
H -3.54953 -0.09337 4.36313 0.153 0.087 0.178
H -2.52216 0.56335 5.68596 -0.124 -0.233 -0.199
H -2.28192 2.41650 4.34971 -0.026 -0.496 -0.044
H -1.59746 2.72422 0.91999 -0.314 0.117 0.970
H -1.73986 3.51774 2.48591 0.000 -0.025 -0.345
```
Positions in Å, forces in eV/Å.

The largest force on an atom is 4.435 eV/Å. The value obtained for the lowest unoccupied orbital energy (alpha / beta) is -12.3 / -12.6 eV. The net charge is +3. The total energy is -60486.537 eV.